(w)
18
Properties=species:S:1:pos:R:3:nbo_charge:R:1 method="wB97M-V/def2-TZVPD" homo_lumo_gap_ev=9.962
S -0.28 2.24 -0.26 0.210
O -2.76 0.85 0.46 -0.621
N -0.59 0.58 -0.03 -0.617
N -2.10 -1.16 -0.44 -0.854
C 1.23 -0.25 1.44 -0.618
C 0.58 -0.31 0.01 -0.043
C 1.48 -0.03 -1.16 -0.633
C -1.88 0.15 0.02 0.780
H -3.08 -1.34 -0.54 0.401
H 1.96 0.97 -1.11 0.228
H 2.23 -0.81 -1.20 0.216
H 1.70 0.70 1.69 0.215
H 0.44 -0.48 2.16 0.218
H -1.54 -1.40 -1.27 0.380
H 1.99 -1.02 1.51 0.211
H 0.19 -1.32 -0.09 0.212
H 0.93 -0.05 -2.13 0.212
H -0.49 2.68 0.95 0.102



(x)
18
Properties=species:S:1:pos:R:3:nbo_charge:R:1 method="wB97M-V/def2-TZVPD" homo_lumo_gap_ev=7.660
S -1.22 -1.62 1.08 -0.048
O 0.63 0.16 -2.19 -0.773
N 2.92 0.13 -0.87 -0.726
N -0.68 0.97 -0.54 -0.632
C -1.85 -0.04 1.46 -0.597
C -1.16 1.19 0.89 -0.224
C 0.53 0.48 -0.96 0.543
C 1.66 0.50 -0.19 -0.453
H -1.37 0.79 -1.20 0.387
H -1.81 2.15 0.83 0.224
H 2.49 -0.20 -1.83 0.487
H 1.86 0.52 0.78 0.184
H -0.05 -1.17 0.41 0.155
H -2.93 0.06 1.33 0.222
H -0.08 1.32 1.35 0.210
H 3.63 -0.37 -0.31 0.418
H 3.47 1.06 -1.08 0.396
H -1.59 -0.09 2.52 0.227



(y)
18
Properties=species:S:1:pos:R:3:nbo_charge:R:1 method="wB97M-V/def2-TZVPD" homo_lumo_gap_ev="8.364 / 8.365"
S 2.03 -0.62 -0.14 0.448
O 0.06 1.06 3.04 -0.286
N -2.09 -1.76 -2.16 -0.839
N 0.60 1.50 2.05 0.155
C 2.47 1.07 0.50 -0.548
C 2.04 1.26 1.94 -0.345
C -2.83 -0.75 -1.42 -0.415
C 0.46 -0.68 0.24 -0.519
H 2.37 0.44 2.59 0.209
H -2.70 -2.23 -2.82 0.351
H 2.50 2.19 2.31 0.237
H -3.64 -1.25 -0.89 0.190
H 1.97 1.79 -0.14 0.240
H 0.00 -1.62 -0.07 0.180
H -2.16 -0.29 -0.69 0.206
H 3.55 1.15 0.40 0.226
H -3.26 0.05 -2.04 0.162
H -1.35 -1.31 -2.70 0.348



Short version: (y) is the least stable of them.



(w)
13
Properties=species:S:1:pos:R:3:nbo_charge:R:1 method="wB97M-V/def2-TZVPD" homo_lumo_gap_ev="7.964 / 7.963" total_charge=+1
O -1.75 1.33 -0.07 -0.723
N -2.04 -1.29 0.03 -0.509
N -0.87 -0.78 -0.14 -0.140
N 1.64 0.19 -0.05 -0.244
C 2.62 -0.56 -0.05 0.101
C 0.66 0.99 0.07 0.149
C -0.65 0.49 -0.12 0.301
H -2.76 -0.61 0.34 0.409
H 0.74 1.94 0.46 0.251
H 3.17 -0.42 -0.99 0.229
H -1.94 -2.27 0.33 0.418
H -1.74 2.22 -0.52 0.526
H 2.90 -1.23 0.70 0.232



(x)
13
Properties=species:S:1:pos:R:3:nbo_charge:R:1 method="wB97M-V/def2-TZVPD" homo_lumo_gap_ev="7.436 / 6.906" total_charge=+1
O 0.54 -3.11 -0.55 -0.379
N 0.30 0.35 0.17 -0.471
N -1.96 0.34 0.34 -0.767
N 1.89 -1.18 -0.57 -0.591
C -0.83 -0.38 0.34 0.192
C 0.93 -2.03 -0.68 0.689
C 1.56 0.16 -0.26 0.108
H 2.36 0.91 -0.39 0.260
H -0.79 -1.39 0.74 0.250
H -2.86 -0.07 0.26 0.432
H -1.96 1.17 -0.35 0.398
H -0.04 1.27 0.13 0.419
H 2.72 -1.37 -1.15 0.460



Short version: (x) is the least stable of them.



(w)
44
Properties=species:S:1:pos:R:3:nbo_charge:R:1 method="wB97M-V/def2-TZVPD" homo_lumo_gap_ev=8.234
S -3.58 -0.31 2.81 2.351
O 2.66 -1.45 -3.01 -0.542
O -3.48 0.76 3.72 -0.905
O 1.12 2.44 -0.30 -0.649
O -4.36 -0.79 1.88 -0.937
N -2.09 -0.32 1.96 -0.723
N 1.92 0.49 -1.27 -0.589
C 0.27 0.49 0.60 -0.280
C 3.75 0.37 -4.46 -0.306
C 2.57 1.07 -2.28 0.231
C -0.96 -0.15 -0.06 -0.374
C 3.54 2.53 -3.67 -0.140
C 3.21 -2.43 -3.83 -0.175
C -0.87 0.29 2.79 -0.208
C -3.14 -3.24 3.35 -0.593
C 1.16 1.09 -0.32 0.655
C -0.04 1.00 1.90 -0.376
C 4.21 1.61 -4.52 -0.242
C 2.97 2.30 -2.54 -0.326
C -3.38 -1.92 4.12 -0.562
C 3.19 -0.15 -3.30 0.271
C -1.76 -1.06 0.75 -0.159
H 1.06 1.29 2.58 0.240
H -2.54 -1.78 4.69 0.196
H -2.14 -3.15 2.78 0.194
H -3.69 -3.36 2.55 0.207
H 4.08 -0.55 -5.12 0.219
H -2.63 -1.33 0.61 0.202
H -3.18 -4.01 3.90 0.199
H -0.24 -0.61 3.16 0.161
H 3.94 3.69 -3.74 0.199
H 1.59 -0.46 -1.42 0.424
H 4.13 -2.26 -3.86 0.161
H -4.23 -1.83 4.65 0.198
H -1.01 -2.10 1.04 0.127
H -0.65 -0.94 -1.09 0.190
H -1.28 0.52 3.62 0.227
H 4.85 1.98 -5.38 0.229
H 2.56 -3.31 -3.44 0.226
H -1.53 0.63 -0.54 0.231
H -0.74 1.97 1.50 0.232
H 2.48 -2.30 -5.11 0.100
H 2.48 2.91 -1.94 0.261
H 0.99 -0.62 0.85 0.155



(x)
44
Properties=species:S:1:pos:R:3:nbo_charge:R:1 method="wB97M-V/def2-TZVPD" homo_lumo_gap_ev=8.699
S 3.39 -2.23 -0.09 -0.247
O 1.21 1.44 -0.70 -0.607
O -4.76 -0.57 0.11 -0.491
O -3.78 2.14 -0.02 -0.508
O -3.19 -2.53 0.07 -0.478
N 3.80 0.32 0.46 -0.394
N 1.57 -0.48 0.48 -0.660
C -0.68 0.16 -0.08 -0.144
C -1.20 -1.13 -0.02 -0.297
C -3.45 -0.21 0.03 0.292
C 0.77 0.45 -0.16 0.685
C -2.92 1.08 -0.03 0.232
C -5.79 0.37 -0.12 -0.239
C 3.49 1.56 1.15 -0.202
C -2.39 -3.69 0.06 -0.253
C 3.72 2.80 0.30 -0.623
C -1.54 1.25 -0.10 -0.260
C -3.26 3.44 -0.16 -0.251
C -2.57 -1.32 0.03 0.271
C 5.20 0.10 0.12 -0.223
C 2.94 -0.68 0.29 0.304
C 5.45 0.19 -1.38 -0.618
H 1.11 -1.34 0.72 0.425
H 6.51 0.06 -1.58 0.213
H -5.68 0.86 -1.09 0.180
H 5.13 1.16 -1.76 0.208
H -1.74 -3.74 0.94 0.176
H -5.84 1.12 0.66 0.185
H -1.79 -3.76 -0.85 0.179
H 4.89 -0.59 -1.89 0.229
H 2.45 1.52 1.48 0.219
H -6.71 -0.22 -0.11 0.190
H -3.09 -4.52 0.09 0.204
H -1.09 2.23 -0.17 0.240
H 3.08 2.76 -0.58 0.245
H -2.71 3.56 -1.10 0.182
H -4.13 4.10 -0.17 0.200
H -0.55 -1.99 -0.06 0.219
H 5.48 -0.90 0.47 0.235
H 4.12 1.60 2.05 0.192
H 5.80 0.84 0.66 0.198
H 3.45 3.68 0.88 0.213
H -2.61 3.71 0.68 0.179
H 4.76 2.88 0.00 0.198



Short version: (w) is the least stable of them.



(w)
11
Properties=species:S:1:pos:R:3:nbo_charge:R:1 method="wB97M-V/def2-TZVPD" homo_lumo_gap_ev="9.925 / 8.039"
O 1.50 1.34 0.00 -0.402
O 2.08 -0.72 0.34 -0.390
N 0.10 -0.26 -0.35 -0.064
N -1.09 1.90 0.17 -0.593
N 1.26 0.16 0.05 0.558
C -0.49 -1.55 -0.03 -0.485
H -1.09 2.48 -0.66 0.309
H 0.04 -2.04 0.77 0.231
H -0.21 2.05 0.67 0.324
H -0.44 -2.04 -1.08 0.250
H -1.65 -1.32 0.12 0.262



(x)
11
Properties=species:S:1:pos:R:3:nbo_charge:R:1 method="wB97M-V/def2-TZVPD" homo_lumo_gap_ev=10.776
O 2.40 1.44 0.45 -0.512
O 1.98 -1.23 0.07 -0.618
N -0.61 -0.11 0.51 -0.605
N 2.96 0.74 -0.49 0.111
N 2.88 -0.45 -0.69 0.048
C -0.74 0.71 -0.42 -0.036
H -1.33 0.73 -1.38 0.155
H 2.16 -2.14 -0.02 0.487
H 1.89 0.83 1.12 0.484
H -0.89 -0.99 0.33 0.330
H -0.14 1.59 -0.22 0.156



(y)
11
Properties=species:S:1:pos:R:3:nbo_charge:R:1 method="wB97M-V/def2-TZVPD" homo_lumo_gap_ev=10.203
O -1.15 1.34 -0.52 -0.581
O -1.32 -1.19 0.28 -0.586
N -0.05 1.06 0.38 -0.364
N 1.77 -0.28 -0.13 -0.705
N -0.27 -0.97 -0.66 -0.320
C 0.57 -0.01 -0.19 0.498
H 0.34 -1.81 -0.74 0.380
H 2.36 0.52 0.28 0.339
H -1.02 -1.15 1.19 0.470
H 0.55 1.92 0.39 0.379
H -1.77 0.56 -0.28 0.491



Short version: (w) is the least stable of them.



(w)
24
Properties=species:S:1:pos:R:3:nbo_charge:R:1 method="wB97M-V/def2-TZVPD" homo_lumo_gap_ev=10.960 total_charge=+1
O 1.52 2.32 -0.05 -0.970
O 1.99 -0.33 2.19 -0.970
N 1.58 -0.62 -0.52 -0.717
C -0.10 -2.02 0.38 -0.347
C 0.18 -1.08 -0.50 0.135
C -0.82 -0.50 -1.45 -0.462
C -2.07 1.00 0.28 -0.606
C -2.15 -0.02 -0.88 -0.382
H 2.00 -0.84 -1.42 0.433
H 2.36 0.52 2.41 0.491
H -1.07 -1.09 -2.34 0.254
H 2.10 -0.98 0.29 0.473
H 0.73 2.86 -0.18 0.500
H -1.58 0.54 1.14 0.212
H 0.68 -2.57 0.89 0.201
H -2.72 0.38 -1.72 0.223
H -1.01 -2.58 0.56 0.242
H 2.10 2.83 0.48 0.493
H -0.33 0.39 -1.90 0.202
H 1.61 0.41 -0.39 0.473
H -1.48 1.86 -0.04 0.181
H 2.31 -0.95 2.87 0.498
H -3.07 1.36 0.48 0.235
H -2.77 -0.88 -0.59 0.210



(x)
24
Properties=species:S:1:pos:R:3:nbo_charge:R:1 method="wB97M-V/def2-TZVPD" homo_lumo_gap_ev=9.563 total_charge=+1
O -1.72 3.23 -0.88 -0.948
O 3.02 0.97 1.09 -0.975
N 0.44 1.78 -0.55 -0.705
C -1.95 -2.37 0.00 -0.396
C 0.44 -1.99 0.38 -0.458
C 0.31 -0.51 0.58 -0.484
C -0.68 -2.53 -0.38 -0.200
C -0.11 0.29 -0.63 -0.240
H -2.10 -1.65 0.84 0.170
H 0.42 -2.72 1.34 0.250
H 1.09 1.72 0.20 0.448
H -0.22 2.47 -0.34 0.456
H 0.09 -0.21 -1.66 0.254
H -2.43 3.58 -0.40 0.495
H 1.30 -0.06 0.98 0.253
H 1.36 -2.32 -0.01 0.225
H -2.89 -2.85 -0.29 0.231
H -0.28 -0.32 1.50 0.232
H -0.39 -3.23 -1.21 0.220
H -2.15 2.60 -1.44 0.484
H 3.54 0.14 1.21 0.502
H 0.90 2.15 -1.46 0.448
H 3.31 1.58 1.77 0.494
H -1.28 0.26 -0.63 0.244



(y)
24
Properties=species:S:1:pos:R:3:nbo_charge:R:1 method="wB97M-V/def2-TZVPD" homo_lumo_gap_ev=11.653 total_charge=+1
O -3.27 0.73 -0.64 -0.989
O 0.61 0.23 -2.28 -0.732
N -0.75 0.71 -0.10 -0.682
C 0.94 -1.91 0.61 -0.634
C 0.68 0.60 0.15 -0.109
C 0.32 -0.49 2.51 -0.600
C 1.13 -0.51 1.17 -0.212
C 1.46 0.59 -1.19 -0.094
H -0.73 -0.44 2.26 0.177
H 2.34 -0.07 -1.23 0.217
H 1.03 1.41 0.82 0.235
H 0.54 -1.40 3.07 0.241
H -4.02 1.20 -0.28 0.503
H -0.13 -2.20 0.67 0.199
H -1.00 0.31 -1.02 0.465
H 1.84 1.60 -1.37 0.206
H 0.95 -1.98 -0.49 0.198
H 0.72 0.31 3.08 0.223
H -0.95 1.68 -0.34 0.455
H 0.72 -0.69 -2.51 0.493
H 2.19 -0.37 1.46 0.235
H -3.56 0.25 -1.40 0.494
H -1.35 0.26 0.58 0.462
H 1.41 -2.69 1.21 0.250



(z)
24
Properties=species:S:1:pos:R:3:nbo_charge:R:1 method="wB97M-V/def2-TZVPD" homo_lumo_gap_ev=3.982 total_charge=+1
O 6.40 0.27 0.33 -0.946
O 0.81 -0.43 0.36 -0.653
N 0.90 0.81 -2.13 -0.955
C -2.84 0.67 -0.52 -0.507
C -1.93 -0.33 0.08 0.058
C -1.17 -2.19 1.54 -0.696
C -2.31 -1.37 0.88 0.124
C -2.22 2.09 -0.14 -0.613
H -0.29 -2.15 0.80 0.298
H 7.33 0.13 -0.01 0.477
H 0.91 -0.11 -1.57 0.376
H -3.90 0.58 -0.26 0.251
H 1.79 -0.55 0.34 0.468
H -2.77 2.87 -0.72 0.242
H 1.13 0.78 -3.17 0.393
H -2.97 0.63 -1.70 0.319
H 1.65 1.27 -1.65 0.370
H -0.97 -2.10 2.64 0.313
H -1.66 -3.20 1.51 0.261
H -3.32 -1.39 1.06 0.214
H 6.46 1.17 0.70 0.469
H -1.25 2.00 -0.61 0.238
H -0.93 -0.04 0.09 0.255
H -2.36 2.48 0.87 0.244



Short version: (z) is the least stable of them.



(w)
13
Properties=species:S:1:pos:R:3:nbo_charge:R:1 method="wB97M-V/def2-TZVPD" homo_lumo_gap_ev="8.677 / 8.282"
F 1.70 1.25 -1.29 -0.330
F -0.20 1.18 -2.33 -0.327
F 0.01 2.35 -0.58 -0.322
O -0.27 -1.31 -0.98 -0.643
C 0.13 -1.23 1.71 -0.327
C 0.09 -0.09 1.05 -0.303
C 0.32 1.11 -1.09 0.907
C -0.27 -0.08 -0.36 0.209
H -2.17 0.59 -0.06 -0.002
H 0.47 0.82 1.59 0.247
H -0.11 -1.05 -1.88 0.490
H -0.33 -2.14 1.49 0.201
H 0.64 -1.39 2.72 0.201



(x)
13
Properties=species:S:1:pos:R:3:nbo_charge:R:1 method="wB97M-V/def2-TZVPD" homo_lumo_gap_ev="8.752 / 8.946"
F -0.49 1.95 1.42 -0.350
F -1.06 -1.88 -0.68 -0.346
F -2.50 -2.01 0.99 -0.352
O -2.64 -0.35 -0.52 -0.717
C 1.06 0.46 0.39 0.102
C 1.94 -0.23 -0.49 -0.758
C -1.80 -1.12 0.19 0.901
C 0.57 1.70 0.57 0.086
H 1.16 2.49 0.36 0.169
H 2.78 0.32 -1.02 0.243
H 1.31 -0.82 -1.23 0.258
H 2.60 -1.04 0.04 0.239
H -2.94 0.54 -0.03 0.526



(y)
13
Properties=species:S:1:pos:R:3:nbo_charge:R:1 method="wB97M-V/def2-TZVPD" homo_lumo_gap_ev="9.090 / 9.089"
F 2.07 1.40 0.73 -0.325
F 2.43 -0.01 -1.01 -0.339
F 2.35 -0.69 1.03 -0.348
O -0.64 -1.36 -0.88 -0.447
C -1.00 -1.37 0.53 -0.159
C -0.98 1.12 -0.42 -0.684
C 1.89 0.23 0.19 0.882
C -0.46 -0.25 -0.24 0.324
H -1.05 1.30 -1.62 0.228
H -0.33 1.96 0.05 0.262
H -1.96 1.08 -0.07 0.218
H -0.30 -1.95 1.04 0.204
H -2.01 -1.46 0.65 0.185



Short version: (x) is the least stable of them.